{"formula": "C52H73BN4O7SeSiW", "method": "ωB97M-V/def2-TZVPD", "elements": ["W", "C", "O", "C", "C", "C", "C", "C", "C", "O", "C", "O", "C", "H", "H", "H", "H", "H", "H", "H", "H", "H", "N", "C", "C", "C", "O", "O", "H", "H", "H", "H", "H", "H", "C", "Si", "C", "N", "C", "C", "C", "C", "C", "C", "C", "C", "C", "C", "C", "C", "C", "C", "C", "C", "C", "H", "H", "H", "H", "H", "H", "H", "H", "H", "H", "H", "H", "H", "H", "H", "H", "H", "H", "H", "H", "H", "H", "H", "H", "C", "C", "C", "O", "B", "O", "C", "C", "C", "H", "H", "H", "H", "H", "H", "H", "H", "H", "H", "H", "H", "C", "C", "C", "C", "N", "C", "Se", "N", "C", "C", "C", "C", "C", "C", "C", "C", "C", "C", "H", "H", "H", "H", "H", "H", "H", "H", "H", "H", "H", "H", "H", "H", "H", "H", "H", "H", "H", "H", "H", "H"], "coordinates": [[-0.1690, -0.7177, -0.1406], [0.3716, 5.2421, -3.8122], [-0.8512, 4.6240, -4.1787], [-1.1879, 3.4699, -3.5676], [-2.3787, 2.8736, -4.0487], [-2.7826, 1.6935, -3.5116], [-2.0484, 1.0326, -2.4939], [-2.4359, -0.2513, -2.0260], [-3.7402, -0.9179, -2.3227], [-1.6474, -0.9327, -1.3203], [-0.8632, 1.6515, -1.9975], [-0.1474, 1.1652, -1.0380], [-0.4574, 2.8877, -2.5587], [0.4720, 6.1154, -4.4495], [1.2161, 4.5687, -3.9742], [0.3559, 5.5549, -2.7684], [-2.9272, 3.3575, -4.8433], [-3.6732, 1.2271, -3.9072], [-4.4073, -0.3154, -2.9296], [-4.2283, -1.1228, -1.3685], [-3.5690, -1.8734, -2.8196], [0.4370, 3.3406, -2.1579], [1.3552, 0.8624, 1.0167], [2.6184, 0.5473, 1.7079], [2.5553, -0.8003, 2.4218], [2.3327, -1.8645, 1.3769], [3.1628, -2.6636, 1.0173], [1.1125, -1.7766, 0.8917], [1.5063, 1.5952, 0.3309], [0.6708, 1.2131, 1.6815], [2.8707, 1.3375, 2.4226], [3.4071, 0.5100, 0.9610], [1.7201, -0.8089, 3.1276], [3.4864, -0.9961, 2.9514], [-1.4120, -2.1920, 1.0496], [-1.1375, -3.9829, 0.7241], [-1.0220, -4.0851, -1.1363], [-0.0040, -3.1983, -1.7226], [1.3381, -3.8444, -1.6293], [2.0173, -3.9753, -2.9855], [1.1404, -4.7379, -3.9726], [-0.2616, -4.0986, -4.0526], [-0.3647, -2.8925, -3.1206], [-2.6702, -4.9889, 1.1693], [-2.6366, -6.0534, 2.0718], [-3.7915, -6.7475, 2.4136], [-5.0092, -6.3879, 1.8574], [-5.0688, -5.3322, 0.9568], [-3.9118, -4.6446, 0.6233], [0.2849, -4.7384, 1.6811], [0.9164, -5.9099, 1.2608], [1.9430, -6.4846, 1.9976], [2.3510, -5.8997, 3.1872], [1.7201, -4.7496, 3.6387], [0.6997, -4.1786, 2.8915], [-1.2618, -1.9987, 2.1143], [-2.4711, -1.9957, 0.8461], [-2.0096, -3.7227, -1.4489], [-0.9377, -5.1121, -1.5207], [1.2100, -4.8551, -1.2296], [1.9630, -3.3116, -0.9146], [2.9686, -4.4918, -2.8382], [2.2449, -2.9874, -3.3868], [1.0616, -5.7771, -3.6416], [1.6123, -4.7604, -4.9563], [-1.0283, -4.8306, -3.7936], [-0.4869, -3.7670, -5.0687], [-1.3860, -2.5129, -3.1189], [0.2689, -2.0809, -3.4788], [-1.6929, -6.3470, 2.5167], [-3.7395, -7.5687, 3.1175], [-5.9105, -6.9240, 2.1265], [-6.0173, -5.0443, 0.5206], [-3.9811, -3.8156, -0.0751], [0.5999, -6.3936, 0.3418], [2.4247, -7.3872, 1.6430], [3.1585, -6.3383, 3.7595], [2.0289, -4.2926, 4.5710], [0.2226, -3.2766, 3.2569], [4.6006, -1.3257, -2.2534], [3.7659, -0.0615, -2.1040], [4.6697, 1.0785, -1.6606], [2.7951, -0.3022, -1.0666], [1.5433, -0.5421, -1.6177], [1.5885, -0.3243, -2.9843], [2.8630, 0.2748, -3.3342], [3.3453, -0.3119, -4.6483], [2.6013, 1.7664, -3.4961], [4.9649, -1.6097, -1.2657], [5.4530, -1.1655, -2.9164], [4.0142, -2.1564, -2.6340], [5.3210, 0.7342, -0.8560], [4.0961, 1.9311, -1.2983], [5.3061, 1.4121, -2.4833], [3.3272, -1.3992, -4.6297], [4.3653, 0.0132, -4.8635], [2.7014, 0.0269, -5.4608], [2.2736, 2.2046, -2.5520], [1.8034, 1.9019, -4.2270], [3.4914, 2.2953, -3.8411], [-4.7188, 3.7921, 1.7235], [-3.8866, 5.0643, 1.8455], [-3.0208, 5.3452, 0.6194], [-2.0777, 4.2073, 0.2460], [-1.0502, 3.9715, 1.2519], [-1.2283, 3.1284, 2.3018], [-1.6651, 0.5280, 1.4890], [-0.0537, 3.1945, 2.9910], [0.2375, 2.4037, 4.1797], [0.3004, 3.2159, 5.4736], [-1.0399, 3.4307, 6.1728], [-2.0168, 4.3183, 5.4117], [0.8706, 4.0177, 2.3634], [2.1930, 4.3295, 2.6443], [2.8467, 5.1752, 1.7593], [2.1934, 5.6989, 0.6398], [0.8689, 5.3869, 0.3654], [0.2227, 4.5281, 1.2405], [-5.4731, 3.7431, 2.5096], [-4.0957, 2.9002, 1.8092], [-5.2397, 3.7523, 0.7624], [-3.2471, 4.9934, 2.7278], [-4.5421, 5.9241, 2.0063], [-2.4317, 6.2528, 0.7860], [-3.6620, 5.5366, -0.2472], [-1.5805, 4.4215, -0.6997], [-2.6138, 3.2653, 0.1224], [1.1980, 1.9050, 4.0139], [-0.5294, 1.6296, 4.2279], [0.7685, 4.1834, 5.2634], [0.9701, 2.6901, 6.1595], [-0.8418, 3.8663, 7.1558], [-1.5017, 2.4553, 6.3546], [-1.5806, 5.3009, 5.2128], [-2.9314, 4.4693, 5.9868], [-2.2951, 3.8735, 4.4566], [2.6954, 3.9353, 3.5181], [3.8788, 5.4414, 1.9439], [2.7303, 6.3650, -0.0228], [0.3599, 5.8046, -0.4910]], "forces_ev_per_a": [[2.46, -0.29, 2.14], [0.00, -0.05, -0.04], [0.00, 0.06, -0.03], [0.01, -0.03, 0.03], [0.05, 0.01, 0.02], [-0.01, -0.01, -0.01], [-0.20, -0.03, 0.01], [0.10, 0.31, -0.23], [-0.10, 0.08, -0.14], [-1.79, -0.49, -1.17], [0.06, 0.07, -0.02], [-0.26, 0.58, -0.42], [-0.15, -0.03, -0.02], [-0.01, 0.00, -0.01], [0.00, -0.01, 0.00], [0.01, 0.02, 0.08], [0.02, 0.03, -0.01], [-0.02, 0.02, 0.02], [-0.01, -0.03, 0.02], [0.02, -0.01, 0.03], [0.05, -0.03, 0.01], [-0.01, 0.01, 0.01], [-0.19, -0.19, -0.25], [0.15, -0.03, 0.04], [0.08, 0.04, 0.06], [-0.17, 0.28, -0.08], [-0.03, -0.06, 0.08], [0.32, -1.01, -0.11], [-0.03, -0.02, -0.01], [0.05, 0.04, 0.04], [-0.07, 0.02, -0.01], [-0.01, 0.04, 0.04], [0.02, -0.03, 0.02], [0.01, 0.05, -0.01], [-0.08, 0.32, -0.23], [-0.01, -0.04, 0.19], [0.00, -0.12, -0.22], [-0.11, 0.12, 0.12], [0.02, 0.02, -0.07], [0.07, -0.04, 0.04], [-0.03, -0.01, 0.01], [0.00, 0.01, 0.01], [0.04, 0.07, -0.08], [-0.09, 0.00, 0.04], [-0.02, -0.02, -0.03], [0.02, 0.01, -0.01], [-0.01, 0.00, 0.00], [0.02, 0.00, -0.01], [0.01, -0.04, 0.00], [0.07, 0.01, 0.03], [-0.02, -0.02, 0.01], [-0.02, 0.01, 0.00], [0.00, 0.00, -0.01], [-0.01, 0.01, -0.01], [0.03, -0.06, 0.00], [0.05, -0.04, 0.02], [-0.02, -0.09, 0.04], [0.01, -0.02, -0.03], [-0.01, 0.02, 0.00], [0.00, 0.04, 0.00], [0.02, 0.05, 0.02], [0.02, 0.04, -0.02], [0.03, 0.06, -0.02], [-0.01, 0.00, 0.00], [0.01, -0.01, 0.00], [-0.02, 0.00, -0.02], [0.01, 0.00, 0.00], [0.02, -0.03, -0.01], [-0.03, -0.05, 0.03], [0.01, 0.01, 0.01], [0.00, 0.00, 0.01], [0.00, -0.01, 0.00], [0.00, 0.00, 0.00], [-0.01, 0.02, 0.01], [0.01, 0.01, -0.01], [0.00, 0.00, 0.00], [0.00, 0.00, 0.01], [0.00, 0.00, 0.00], [0.00, 0.03, -0.01], [-0.01, -0.02, 0.02], [-0.04, 0.03, -0.02], [0.04, 0.02, -0.01], [0.06, -0.05, -0.21], [0.39, 0.32, 0.08], [0.01, -0.17, -0.12], [-0.05, -0.05, 0.02], [-0.04, 0.03, -0.01], [0.03, 0.01, 0.05], [0.03, 0.01, -0.01], [-0.01, 0.00, 0.00], [-0.06, -0.05, -0.02], [-0.02, 0.01, 0.02], [0.00, 0.01, -0.01], [0.01, -0.01, 0.01], [0.02, -0.03, 0.01], [-0.01, 0.02, 0.00], [-0.01, -0.01, 0.00], [0.02, -0.03, -0.03], [0.01, 0.00, 0.00], [0.01, 0.00, 0.00], [-0.01, -0.02, 0.00], [0.00, -0.01, -0.01], [0.02, -0.01, 0.00], [0.04, 0.00, 0.07], [0.00, -0.08, -0.07], [0.12, 0.21, -0.02], [-0.71, 0.35, 0.37], [0.01, -0.12, 0.02], [-0.02, 0.03, -0.07], [0.03, 0.00, 0.01], [-0.01, 0.01, -0.01], [-0.03, 0.00, 0.00], [0.00, -0.03, 0.09], [0.01, 0.02, -0.02], [-0.02, 0.01, -0.02], [0.01, -0.02, 0.02], [0.05, 0.01, 0.02], [-0.12, 0.00, -0.04], [0.01, 0.00, 0.01], [0.01, 0.01, -0.01], [-0.01, 0.01, 0.00], [-0.01, 0.01, 0.02], [0.01, 0.01, -0.01], [-0.01, 0.01, -0.03], [-0.01, -0.01, 0.01], [0.02, 0.00, -0.01], [-0.01, 0.01, -0.01], [-0.01, -0.01, 0.00], [0.00, 0.01, 0.00], [0.01, 0.00, 0.02], [0.00, 0.00, 0.00], [-0.02, -0.01, 0.01], [0.01, 0.00, 0.01], [0.01, 0.00, -0.02], [0.00, 0.01, 0.01], [0.00, -0.01, 0.01], [0.01, -0.01, 0.00], [0.01, 0.00, 0.00], [0.00, 0.01, 0.00], [-0.03, 0.03, -0.05]], "multiplicity": 3, "e_above_lowest_ev": 0.768}